No. 1
{
  "formula": "C7H14Si",
  "method": "ωB97M-V/def2-TZVPD",
  "homo_ha": -0.309,
  "e_tot_ev": -15357.723,
  "relative_energy_ev": 4.421,
  "e_lumo_ha": -0.02210,
  "symbols": ["C", "C", "C", "C", "C", "C", "C", "Si", "H", "H", "H", "H", "H", "H", "H", "H", "H", "H", "H", "H", "H", "H"],
  "positions_angstrom": [[0.88083, -1.65223, -0.33777], [0.84272, -2.22863, 0.70073], [0.93307, -1.17257, -1.67534], [2.34869, 3.35088, 3.68881], [0.70820, 3.66211, 1.94387], [-3.61798, -2.75127, -3.60975], [1.49545, 2.86452, 2.63194], [-2.13722, -3.63395, -2.82574], [0.07456, -0.56456, -1.67886], [1.78774, -0.69322, -1.90707], [0.73972, -1.88118, -2.42552], [2.98357, 4.09018, 3.21979], [1.76927, 3.72301, 4.50107], [2.93743, 2.49151, 4.01407], [0.67156, -2.64292, 1.64460], [-0.13301, 3.28105, 1.35344], [0.88080, 4.66616, 2.12984], [-3.47213, -1.62323, -3.56006], [-3.57926, -3.05719, -4.65025], [-4.47548, -3.12745, -3.05111], [1.30723, 1.82912, 2.51362], [-2.94576, -4.93012, -2.62030]],
  "atomic_forces_ev_per_a": [[0.8, -1.2, -0.1], [-0.3, 0.1, 0.7], [-2.2, -0.6, 0.9], [1.8, -0.9, -0.2], [-0.6, -1.5, -0.4], [1.0, 1.4, 1.0], [-2.2, -0.5, -0.9], [0.0, -0.3, 0.0], [-0.9, 1.6, -0.8], [2.8, 2.0, -0.7], [-0.1, -1.5, -0.7], [0.4, 0.5, 0.6], [-0.2, 0.5, 0.7], [0.4, 0.4, 0.4], [0.1, -0.3, 0.7], [0.6, 0.4, -0.1], [-0.3, 2.2, -0.2], [-0.5, -1.4, -0.1], [-0.5, -0.2, -0.3], [-0.4, 0.4, -0.5], [0.2, -1.1, 0.1], [0.3, 0.1, 0.0]]
}

=====

No. 2
{
  "formula": "C7H15BrCl4NO4S3",
  "method": "ωB97M-V/def2-TZVPD",
  "homo_ha": -0.230,
  "e_tot_ev": -169822.874,
  "e_lumo_ha": 0.09445,
  "total_charge": -1,
  "symbols": ["C", "C", "S", "C", "S", "O", "O", "N", "S", "O", "O", "Br", "H", "H", "H", "H", "H", "H", "H", "Cl", "C", "C", "Cl", "H", "H", "H", "H", "Cl", "C", "C", "Cl", "H", "H", "H", "H"],
  "positions_angstrom": [[5.88615, 0.04327, 2.31544], [5.34078, 0.48622, 0.95279], [3.82886, -0.34417, 0.41635], [2.65825, 0.45020, 1.53455], [1.28811, 1.32379, 0.72497], [1.50596, 2.71128, 1.06037], [1.27080, 0.95756, -0.66972], [-0.01130, 0.87260, 1.51272], [-0.69669, -0.53013, 1.50730], [-0.80673, -1.07020, 2.83224], [-1.87678, -0.51928, 0.68355], [0.61801, -2.04223, 0.47706], [5.46312, -0.91740, 2.60423], [5.62991, 0.75746, 3.09902], [6.97300, -0.04178, 2.29636], [5.16497, 1.56137, 0.92317], [6.06260, 0.26432, 0.16594], [3.18012, 1.23113, 2.08052], [2.24957, -0.26718, 2.24131], [-5.65760, -2.08121, -1.52448], [-5.01695, -0.53344, -0.89744], [-5.70486, -0.10035, 0.36565], [-7.41415, 0.37096, 0.09489], [-5.11967, 0.20466, -1.68751], [-3.96561, -0.68556, -0.68374], [-5.19361, 0.77166, 0.76784], [-5.69844, -0.88918, 1.11233], [-3.15510, 0.25504, -3.80732], [-1.87744, -0.18822, -2.62346], [-0.50870, -0.22191, -3.23517], [-0.32401, -1.56936, -4.40301], [-2.14489, -1.14942, -2.19453], [-1.89666, 0.55867, -1.83492], [0.22471, -0.36774, -2.44443], [-0.27571, 0.69855, -3.76289]],
  "atomic_forces_ev_per_a": [[-0.1, 0.1, 0.1], [0.2, 0.0, 0.0], [-0.1, 0.1, 0.0], [0.1, -0.2, 0.0], [0.2, 0.4, 0.1], [-0.1, -0.1, -0.2], [-0.1, 0.0, 0.0], [0.2, -0.4, 0.1], [-0.4, 0.5, 0.1], [0.0, 0.1, -0.1], [-0.2, -0.2, 0.0], [0.2, -0.1, -0.2], [0.1, -0.1, 0.0], [0.0, 0.0, 0.0], [0.0, 0.0, 0.0], [0.1, 0.0, 0.0], [0.0, 0.0, 0.0], [0.0, 0.0, 0.1], [-0.1, 0.0, 0.0], [0.0, 0.0, 0.0], [-0.1, 0.0, -0.1], [0.0, 0.0, 0.1], [0.0, 0.0, 0.0], [0.0, 0.0, 0.0], [0.2, 0.0, 0.1], [0.0, 0.0, 0.0], [0.0, 0.0, 0.0], [0.1, 0.0, 0.0], [0.0, 0.0, 0.1], [0.2, 0.0, 0.0], [0.0, 0.0, 0.0], [0.0, 0.0, 0.0], [0.0, 0.0, 0.0], [0.0, 0.0, 0.0], [0.0, 0.0, 0.0]]
}

=====

No. 3
{
  "formula": "C7H15ClI2O2PY",
  "method": "ωB97M-V/def2-TZVPD",
  "homo_ha": -0.560,
  "e_tot_ev": -50639.448,
  "relative_energy_ev": 0.000,
  "e_lumo_ha": -0.30477,
  "total_charge": 2,
  "symbols": ["I", "I", "Y", "P", "C", "C", "H", "H", "H", "C", "H", "H", "H", "H", "H", "H", "C", "O", "Cl", "C", "C", "C", "O", "H", "H", "H", "H", "H", "H"],
  "positions_angstrom": [[0.80135, 1.20185, 2.69733], [2.67752, 1.51384, 0.85664], [-0.82522, -1.33706, -1.29251], [-1.21639, 1.45040, -1.27940], [-0.67557, 2.99897, -0.46817], [-0.94267, 2.06783, -2.98706], [-3.56929, 0.91832, -1.54526], [-3.22129, 2.69306, -1.69222], [-3.23646, 1.91225, -0.05522], [-3.01498, 1.76939, -1.12348], [-1.15778, 1.29320, -3.72954], [-1.61620, 2.92162, -3.16171], [-1.21097, 3.85547, -0.92196], [0.41162, 3.11463, -0.51724], [0.09924, 2.38716, -3.12853], [-0.88391, 2.93889, 0.60207], [3.70458, 2.52933, 3.59635], [3.23756, 2.61123, 4.62313], [-2.09244, -2.39375, -3.07341], [2.20518, -2.57675, 1.42206], [0.98675, -3.14917, 0.86176], [0.49325, -4.45777, 1.30911], [0.33286, -2.54376, -0.07527], [2.83560, -3.42245, 1.73667], [1.99355, -1.92926, 2.28567], [2.78420, -1.93868, 0.74518], [-0.26109, -4.36062, 2.09372], [0.03151, -5.03180, 0.50513], [1.32948, -5.03636, 1.71618]],
  "atomic_forces_ev_per_a": [[-0.3, -0.2, -0.1], [-0.2, -0.3, -0.6], [-0.7, -0.1, -1.1], [-0.5, 2.5, -0.6], [0.7, -0.3, 1.0], [0.2, -0.6, -0.6], [-0.2, 0.4, 0.2], [-0.1, -0.5, 0.3], [-0.2, -0.1, -0.4], [0.0, -0.6, 0.0], [-0.1, 0.2, -0.1], [0.3, -0.3, 0.1], [0.3, -0.6, 0.2], [-0.2, 0.1, -0.3], [-0.3, -0.1, 0.1], [-0.2, 0.2, -0.1], [0.0, 0.4, 1.5], [0.5, 0.0, -0.8], [0.5, 0.5, 0.7], [1.0, -0.2, 0.0], [-1.2, 0.5, -1.4], [0.5, -0.7, 0.0], [1.3, -0.9, 1.9], [-0.1, 0.5, 0.2], [-0.2, -0.3, 0.1], [-0.4, -0.1, -0.2], [0.0, 0.2, 0.1], [-0.1, 0.2, -0.1], [-0.3, 0.1, 0.1]]
}

=====

No. 4
{
  "formula": "C7H15ClN2",
  "method": "ωB97M-V/def2-TZVPD",
  "homo_ha": [-0.641, -0.558],
  "e_tot_ev": -22982.539,
  "relative_energy_ev": 1.492,
  "e_lumo_ha": [-0.27544, -0.30252],
  "total_charge": 2,
  "symbols": ["C", "C", "C", "C", "C", "C", "C", "N", "N", "Cl", "H", "H", "H", "H", "H", "H", "H", "H", "H", "H", "H", "H", "H", "H", "H"],
  "positions_angstrom": [[-0.88958, -1.09982, -1.27927], [0.04469, 1.92908, -1.22487], [0.24627, 0.26242, 0.55933], [-1.05168, -1.91906, -0.02040], [1.56019, -1.60601, -0.28479], [0.24211, -1.03272, -0.16975], [1.31439, 2.38295, 0.86161], [0.89944, 1.35623, -0.17209], [-2.09878, -1.56057, 0.96650], [3.02446, -0.98737, 0.20292], [-0.63657, -1.36798, -2.26576], [-1.50853, -0.27054, -1.40678], [-0.10082, 1.21538, -1.95772], [-0.30498, 2.94488, -1.24473], [-0.78484, 0.68258, 0.64952], [0.52665, 0.34156, 1.58502], [-0.90185, -2.91101, -0.14576], [1.56546, -2.60764, -0.84820], [0.36997, 2.76384, 1.22339], [1.95317, 1.78154, 1.54683], [1.83805, 3.27671, 0.46411], [1.80038, 1.07567, -0.58344], [-1.73686, -1.05820, 1.75049], [-2.47914, -2.53468, 1.25028], [-2.89159, -1.05723, 0.54354]],
  "atomic_forces_ev_per_a": [[1.3, -0.3, 1.8], [0.8, -0.2, 1.0], [-2.9, 1.0, 0.2], [1.5, 3.6, -1.6], [-0.8, -3.7, -2.2], [-1.6, 0.9, 0.3], [0.4, 0.1, 0.0], [1.2, 2.4, -0.5], [-1.3, -2.9, -1.0], [0.2, 0.5, 0.3], [0.3, -1.7, -0.8], [-1.0, 1.5, 0.5], [-0.5, -0.7, -1.7], [0.2, 0.2, 0.4], [0.3, -0.5, -0.2], [1.1, -0.8, 0.7], [0.3, -3.1, 0.1], [0.5, 1.6, 1.0], [0.0, -0.1, 0.9], [-0.6, 1.1, 0.0], [-0.1, -1.0, -0.2], [-0.3, -0.5, -0.1], [0.1, 0.3, 1.0], [0.4, 2.1, 0.2], [0.2, 0.0, 0.2]]
}